No. 1
# C20H28N2O7

The molecule C20H28N2O7 at a distorted geometry (ωB97M-V/def2-TZVPD, the Open Molecules 2025 dataset).

The geometry in XYZ format:
```
57
Properties=species:S:1:pos:R:3
C -1.22 4.35 2.57
C -0.95 2.83 2.39
C -2.27 2.08 2.63
O -2.17 0.66 2.60
C -1.57 0.20 1.45
N -2.14 0.50 0.33
C -1.40 0.02 -0.73
C -1.87 0.30 -2.04
C -1.19 -0.09 -3.13
C -1.78 0.30 -4.49
O -1.01 1.41 -4.98
O -1.56 2.60 -4.48
C 0.05 -0.81 -3.02
C 0.78 -1.18 -4.29
C 1.22 -2.65 -4.38
O 0.48 -3.61 -4.35
O 2.56 -2.87 -4.46
C 0.50 -1.12 -1.78
C 1.78 -1.91 -1.60
O 2.87 -1.16 -2.15
C 4.09 -1.59 -1.54
C 4.39 -0.84 -0.23
C -0.22 -0.69 -0.62
N 0.31 -1.00 0.61
C -0.37 -0.55 1.63
C 0.20 -0.83 3.01
O -0.76 -1.39 3.89
C -0.93 -0.66 5.09
C -2.40 -0.87 5.53
H -0.36 4.94 2.26
H -1.48 4.56 3.62
H -2.08 4.61 1.94
H -0.14 2.53 3.06
H -0.60 2.73 1.35
H -2.61 2.35 3.64
H -3.01 2.48 1.92
H -2.80 0.85 -2.14
H -1.72 -0.51 -5.22
H -2.80 0.67 -4.32
H -1.05 2.87 -3.70
H 0.23 -0.96 -5.21
H 1.68 -0.55 -4.33
H 3.03 -2.03 -4.35
H 1.65 -2.89 -2.10
H 1.99 -2.13 -0.55
H 3.98 -2.68 -1.36
H 4.93 -1.46 -2.23
H 3.55 -1.03 0.46
H 5.27 -1.28 0.24
H 4.45 0.24 -0.36
H 1.05 -1.51 2.92
H 0.59 0.13 3.37
H -0.22 -0.98 5.87
H -0.81 0.43 4.95
H -3.03 -0.38 4.78
H -2.51 -0.44 6.53
H -2.59 -1.95 5.51
```

Results
LUMO energy = -0.3 eV
net charge = 0
E_tot = -38503.42365 eV
Kohn-Sham gap = 8.8702 eV
HOMO = -0.3352 Eh


No. 2
# C20H28N4O3

The molecule C20H28N4O3 (ωB97M-V/def2-TZVPD, the Open Molecules 2025 dataset).

The geometry in XYZ format:
```
55
Properties=species:S:1:pos:R:3
C 6.60 1.44 1.75
C 5.74 0.69 0.78
C 4.39 0.98 0.67
C 3.58 0.32 -0.24
C 4.14 -0.67 -1.05
C 5.48 -0.97 -0.94
C 6.28 -0.30 -0.03
H 7.33 -0.54 0.05
H 5.91 -1.74 -1.57
H 3.51 -1.19 -1.75
C 2.11 0.63 -0.36
N 1.32 -0.57 -0.24
C 0.21 -0.78 -1.00
O -0.07 -0.23 -2.04
N -0.53 -1.76 -0.40
C -1.68 -2.37 -1.00
H -1.51 -3.43 -1.20
H -1.84 -1.86 -1.95
C -2.95 -2.24 -0.16
O -3.89 -3.00 -0.31
N -2.93 -1.25 0.75
C -4.06 -0.97 1.60
H -4.75 -1.80 1.48
C -4.77 0.34 1.25
C -3.89 1.58 1.46
N -3.14 1.96 0.29
C -1.82 1.74 0.12
O -1.14 1.07 0.89
C -1.37 2.43 -1.14
H -0.80 3.32 -0.86
C -2.67 2.77 -1.86
H -2.91 1.98 -2.58
H -2.62 3.72 -2.40
C -3.72 2.80 -0.74
H -3.88 3.81 -0.35
H -4.68 2.40 -1.06
H -0.72 1.77 -1.72
H -3.17 1.40 2.26
H -4.51 2.44 1.74
H -5.10 0.30 0.21
H -5.66 0.42 1.88
H -3.72 -0.92 2.64
H -2.14 -0.62 0.79
C 0.15 -2.31 0.75
H 0.59 -3.29 0.51
H -0.54 -2.44 1.59
C 1.22 -1.25 1.03
H 0.90 -0.55 1.81
H 2.18 -1.68 1.31
H 1.81 1.36 0.41
H 1.89 1.05 -1.34
H 3.96 1.75 1.30
H 6.03 1.75 2.62
H 7.44 0.82 2.09
H 7.01 2.33 1.28
```

Results
LUMO energy = 0.8 eV
net charge = 0
energy relative to the best compared isomer or geometry (same formula, charge and spin) = 0.00 kJ/mol
E_tot = -33300.18237 eV
Kohn-Sham gap = 9.4558 eV
HOMO = -0.3185 Eh


No. 3
# C20H28N4O3S

The molecule C20H28N4O3S at a distorted geometry (ωB97M-V/def2-TZVPD, the Open Molecules 2025 dataset).

The geometry in XYZ format:
```
56
Properties=species:S:1:pos:R:3
C -3.06 -3.65 0.95
H -2.45 -4.36 0.39
H -3.86 -3.29 0.30
H -3.51 -4.17 1.79
C -2.20 -2.49 1.44
N -1.60 -1.78 0.35
C -0.45 -2.11 -0.30
N -0.22 -1.28 -1.28
N -1.22 -0.39 -1.30
C -2.05 -0.68 -0.34
C -3.28 0.09 0.01
C -3.88 0.73 -1.25
C -5.11 1.55 -0.90
C -4.76 2.63 0.12
C -4.16 2.00 1.38
C -2.93 1.18 1.03
H -2.16 1.83 0.60
H -2.51 0.73 1.93
H -3.90 2.78 2.10
H -4.91 1.36 1.85
H -5.65 3.21 0.38
H -4.03 3.32 -0.32
H -5.52 2.01 -1.80
H -5.88 0.90 -0.48
H -3.12 1.36 -1.72
H -4.14 -0.05 -1.97
H -4.02 -0.59 0.45
S 0.54 -3.47 0.15
C 1.85 -3.32 -1.10
H 2.26 -4.32 -1.21
H 1.38 -2.98 -2.02
C 2.96 -2.38 -0.64
O 4.03 -2.80 -0.26
N 2.60 -1.08 -0.72
C 3.34 0.05 -0.35
C 4.69 0.00 -0.03
C 5.37 1.16 0.30
C 4.69 2.38 0.31
C 3.34 2.43 -0.01
C 2.65 1.27 -0.33
O 1.32 1.20 -0.63
C 0.61 2.39 -0.87
H 0.48 2.97 0.05
H 1.11 3.01 -1.62
H -0.36 2.07 -1.25
H 2.84 3.38 0.01
H 5.23 3.28 0.57
O 6.69 1.22 0.64
C 7.42 0.01 0.65
H 8.43 0.28 0.95
H 7.45 -0.45 -0.35
H 7.01 -0.70 1.36
H 5.18 -0.96 -0.05
H 1.66 -0.86 -1.05
H -2.80 -1.79 2.03
H -1.39 -2.87 2.07
```

Results
LUMO energy = 0.6 eV
net charge = 0
energy relative to the best compared isomer or geometry (same formula, charge and spin) = 209.76 kJ/mol
E_tot = -44133.08839 eV
Kohn-Sham gap = 7.9985 eV
HOMO = -0.2731 Eh


Repeat the second record exactly.
# C20H28N4O3

The molecule C20H28N4O3 (ωB97M-V/def2-TZVPD, the Open Molecules 2025 dataset).

The geometry in XYZ format:
```
55
Properties=species:S:1:pos:R:3
C 6.60 1.44 1.75
C 5.74 0.69 0.78
C 4.39 0.98 0.67
C 3.58 0.32 -0.24
C 4.14 -0.67 -1.05
C 5.48 -0.97 -0.94
C 6.28 -0.30 -0.03
H 7.33 -0.54 0.05
H 5.91 -1.74 -1.57
H 3.51 -1.19 -1.75
C 2.11 0.63 -0.36
N 1.32 -0.57 -0.24
C 0.21 -0.78 -1.00
O -0.07 -0.23 -2.04
N -0.53 -1.76 -0.40
C -1.68 -2.37 -1.00
H -1.51 -3.43 -1.20
H -1.84 -1.86 -1.95
C -2.95 -2.24 -0.16
O -3.89 -3.00 -0.31
N -2.93 -1.25 0.75
C -4.06 -0.97 1.60
H -4.75 -1.80 1.48
C -4.77 0.34 1.25
C -3.89 1.58 1.46
N -3.14 1.96 0.29
C -1.82 1.74 0.12
O -1.14 1.07 0.89
C -1.37 2.43 -1.14
H -0.80 3.32 -0.86
C -2.67 2.77 -1.86
H -2.91 1.98 -2.58
H -2.62 3.72 -2.40
C -3.72 2.80 -0.74
H -3.88 3.81 -0.35
H -4.68 2.40 -1.06
H -0.72 1.77 -1.72
H -3.17 1.40 2.26
H -4.51 2.44 1.74
H -5.10 0.30 0.21
H -5.66 0.42 1.88
H -3.72 -0.92 2.64
H -2.14 -0.62 0.79
C 0.15 -2.31 0.75
H 0.59 -3.29 0.51
H -0.54 -2.44 1.59
C 1.22 -1.25 1.03
H 0.90 -0.55 1.81
H 2.18 -1.68 1.31
H 1.81 1.36 0.41
H 1.89 1.05 -1.34
H 3.96 1.75 1.30
H 6.03 1.75 2.62
H 7.44 0.82 2.09
H 7.01 2.33 1.28
```

Results
LUMO energy = 0.8 eV
net charge = 0
energy relative to the best compared isomer or geometry (same formula, charge and spin) = 0.00 kJ/mol
E_tot = -33300.18237 eV
Kohn-Sham gap = 9.4558 eV
HOMO = -0.3185 Eh